1.
Here is a cluster of 2 separate species, C4H8O2 in total from the Open Molecules 2025 dataset. Energies are from ωB97M-V/def2-TZVPD.

Atoms and positions in Å:
O (-2.2840, -0.6640, -1.1927)
C (-1.6536, -0.8316, -0.1765)
C (-0.4237, -1.7150, -0.0742)
O (0.4190, -1.3350, 0.9809)
H (-1.9398, -0.3402, 0.7801)
H (-0.7630, -2.7337, 0.1499)
H (0.0694, -1.7430, -1.0573)
H (0.7457, -0.4429, 0.7876)
C (0.9473, 1.8869, 0.5665)
C (0.9686, 1.3732, -0.6616)
H (0.0184, 2.1949, 1.0414)
H (1.8588, 2.0268, 1.1434)
H (0.0573, 1.2390, -1.2418)
H (1.8989, 1.0688, -1.1360)

## Properties
- calculated total energy (eV) = -8371.0125
- relative energy (zero: lowest compared OMol25 entry of this formula, charge and spin) (eV) = 2.269
- total charge = 0
- structure (SMILES) = O=CCO.C=C

=====

2.
Here is a cluster of 2 separate species, C4H8O2 in total in a non-equilibrium geometry from the Open Molecules 2025 dataset. Energies are from ωB97M-V/def2-TZVPD.

Atoms and positions in Å:
C (1.3245, -1.2942, 1.2178)
C (2.1639, -0.4673, 0.6754)
O (2.5732, -0.7385, -0.6171)
H (0.8286, -1.0043, 2.1468)
H (0.9594, -2.0346, 0.5808)
H (2.5349, 0.4955, 1.0683)
H (1.7446, -0.6681, -1.0775)
C (-1.2770, 0.0983, -1.1675)
C (-1.6983, 1.1008, -0.4688)
O (-2.7080, 1.0804, 0.4138)
H (-0.4044, 0.2579, -1.7045)
H (-1.8904, -0.8021, -1.3051)
H (-1.1880, 2.1478, -0.6890)
H (-2.9629, 1.8284, 0.9267)

## Properties
- calculated total energy (eV) = -8369.8554
- relative energy (zero: lowest compared OMol25 entry of this formula, charge and spin) (eV) = 3.426
- total charge = 0
- structure (SMILES) = C=CO.C=CO

=====

3.
Here is an isolated molecule of C4H8O2 from the Open Molecules 2025 dataset. Energies are from ωB97M-V/def2-TZVPD.

Atoms and positions in Å:
C (2.1040, -0.0034, 0.3159)
O (0.7861, 0.3233, 0.6837)
C (-0.0845, 0.3093, -0.4211)
C (-1.9616, -1.6923, -0.0454)
O (-2.3727, -0.4679, -0.2152)
C (-1.4973, 0.6918, 0.0389)
H (2.1673, -1.0358, -0.0595)
H (2.4899, 0.6746, -0.4627)
H (2.7183, 0.0933, 1.2126)
H (0.2634, 0.9817, -1.2099)
H (-0.9770, -1.6520, 0.5177)
H (-0.1399, -0.6825, -0.8721)
H (-1.5636, 0.9793, 1.0923)
H (-1.9324, 1.4805, -0.5750)

## Properties
- calculated total energy (eV) = -8368.4015
- relative energy (zero: lowest compared OMol25 entry of this formula, charge and spin) (eV) = 4.880
- total charge = 0

=====

4.
Here is an isolated molecule of C4H8O2 from the Open Molecules 2025 dataset. Energies are from ωB97M-V/def2-TZVPD.

Atoms and positions in Å:
C (-1.7033, 0.8247, 0.1168)
O (-1.2398, -0.4480, -0.2664)
C (-0.2704, -1.0377, 0.5486)
C (1.1707, -0.8148, 0.1036)
C (1.5092, 0.3742, -0.7733)
O (2.0148, -1.5904, 0.4981)
H (-1.5616, 1.5261, -0.7152)
H (-2.7716, 0.7619, 0.3532)
H (-1.1739, 1.2144, 0.9983)
H (-0.3279, -0.6684, 1.5845)
H (-0.4481, -2.1166, 0.5642)
H (2.5436, 0.6713, -0.5783)
H (0.8392, 1.2221, -0.6071)
H (1.4191, 0.0811, -1.8268)

## Properties
- calculated total energy (eV) = -8371.7890
- relative energy (zero: lowest compared OMol25 entry of this formula, charge and spin) (eV) = 1.493
- total charge = 0
- structure (SMILES) = COCC(C)=O

=====

5.
Here is an isolated molecule of C4H8O2 in a non-equilibrium geometry from the Open Molecules 2025 dataset. Energies are from ωB97M-V/def2-TZVPD.

Atoms and positions in Å:
O (-2.2456, 0.0812, -1.1756)
C (-0.8724, -0.2677, -1.1428)
C (-0.2555, -0.6449, 0.1909)
C (1.3570, -0.5268, 0.2741)
C (0.4205, 0.2678, 1.1322)
O (0.4006, 1.6353, 0.8703)
H (-2.3662, 0.9537, -0.7823)
H (-0.2429, 0.5095, -1.5863)
H (-0.8158, -1.1681, -1.7610)
H (-0.8312, -1.4377, 0.6971)
H (1.8582, 0.0594, -0.5206)
H (2.0121, -1.3491, 0.5686)
H (0.2889, 0.0031, 2.1834)
H (1.3006, 1.8974, 1.0940)

## Properties
- calculated total energy (eV) = -8370.9689
- relative energy (zero: lowest compared OMol25 entry of this formula, charge and spin) (eV) = 2.313
- total charge = 0
- structure (SMILES) = OC[C@H]1C[C@H]1O

=====

6.
Here is a cluster of 2 separate species, C4H8O2 in total from the Open Molecules 2025 dataset. Energies are from ωB97M-V/def2-TZVPD.

Atoms and positions in Å:
C (-2.3706, -0.0245, 0.1915)
O (-1.0203, -0.0117, 0.6435)
C (-0.3843, -1.1934, 0.6533)
O (0.5882, -1.4020, 1.3189)
H (-2.8213, -1.0117, 0.3381)
H (-2.4473, 0.2612, -0.8620)
H (-2.9029, 0.7012, 0.8076)
H (-0.8441, -1.9492, -0.0115)
C (1.6761, 1.2545, -0.7973)
C (2.4058, 0.2999, -0.2318)
H (1.6356, 1.3866, -1.8760)
H (1.0779, 1.9361, -0.1977)
H (2.4170, 0.1562, 0.8441)
H (2.9903, -0.4033, -0.8207)

## Properties
- calculated total energy (eV) = -8371.2140
- relative energy (zero: lowest compared OMol25 entry of this formula, charge and spin) (eV) = 2.068
- total charge = 0
- structure (SMILES) = COC=O.C=C

=====

7.
Here is a cluster of 2 separate species, C4H8O2 in total from the Open Molecules 2025 dataset. Energies are from ωB97M-V/def2-TZVPD.

Atoms and positions in Å:
O (-0.6264, -1.1236, -1.4078)
C (-0.8471, -0.1895, -0.6734)
C (0.2102, 0.7532, -0.1670)
C (0.7346, 0.1435, 1.1679)
C (0.1702, -1.2002, 1.6259)
O (-0.1353, -1.4260, 2.7705)
H (-1.8482, -0.0457, -0.2155)
H (-0.2144, 1.7531, -0.0049)
H (1.0143, 0.8443, -0.9027)
H (0.6103, 0.8324, 2.0030)
H (1.8041, -0.0510, 1.0327)
H (0.0995, -1.9947, 0.8564)
H (-0.2353, 1.2086, -2.9956)
H (-0.2045, 0.4679, -2.9590)

## Properties
- calculated total energy (eV) = -8370.6176
- relative energy (zero: lowest compared OMol25 entry of this formula, charge and spin) (eV) = 2.664
- total charge = 0
- structure (SMILES) = O=CCCC=O.[H][H]

=====

8.
Here is an isolated molecule of C4H8O2 from the Open Molecules 2025 dataset. Energies are from ωB97M-V/def2-TZVPD.

Atoms and positions in Å:
C (-1.3270, -0.8517, 0.2848)
C (-0.8415, 0.3028, -0.5840)
C (0.5572, 0.7915, -0.1838)
O (0.5425, 1.2936, 1.1219)
C (1.6166, -0.2849, -0.2651)
O (2.2652, -0.6027, 0.7074)
H (-2.3677, -1.1060, 0.0643)
H (-1.2638, -0.5665, 1.3379)
H (-0.7237, -1.7556, 0.1363)
H (-1.4933, 1.1707, -0.4460)
H (-0.8820, 0.0440, -1.6505)
H (0.8755, 1.5690, -0.9000)
H (1.2035, 0.7634, 1.6041)
H (1.8387, -0.7677, -1.2274)

## Properties
- calculated total energy (eV) = -8372.2655
- relative energy (zero: lowest compared OMol25 entry of this formula, charge and spin) (eV) = 1.016
- total charge = 0
- structure (SMILES) = CC[C@@H](O)C=O

=====

9.
Here is an isolated molecule of C4H8O2 in a non-equilibrium geometry from the Open Molecules 2025 dataset. Energies are from ωB97M-V/def2-TZVPD.

Atoms and positions in Å:
C (2.5328, 0.4354, -0.4773)
O (1.5215, -0.5328, -0.7078)
C (0.2085, -0.2457, -0.4561)
C (-0.3068, 0.4537, 0.5549)
O (-1.6365, 0.5693, 0.8263)
C (-2.4742, -0.5009, 0.4358)
H (3.4626, -0.0814, -0.7974)
H (2.3633, 1.3697, -1.1980)
H (2.6137, 0.6682, 0.6269)
H (-0.4274, -0.7802, -1.1559)
H (0.2686, 0.9934, 1.3002)
H (-1.9346, -1.3404, -0.0080)
H (-2.9715, -0.8646, 1.3402)
H (-3.2200, -0.1436, -0.2836)

## Properties
- calculated total energy (eV) = -8370.3177
- relative energy (zero: lowest compared OMol25 entry of this formula, charge and spin) (eV) = 2.964
- total charge = 0
- structure (SMILES) = CO/C=C/OC

=====

10.
Here is an isolated molecule of C4H8O2 from the Open Molecules 2025 dataset. Energies are from ωB97M-V/def2-TZVPD.

Atoms and positions in Å:
O (1.8767, -1.2685, -0.4379)
C (1.1352, -0.1150, -0.7637)
C (0.4164, 0.4711, 0.4290)
C (-0.8937, 1.1900, 0.1851)
C (-0.8838, -0.1549, 0.8403)
O (-1.3377, -1.3237, 0.2113)
H (1.2552, -1.8914, -0.0365)
H (0.4128, -0.3217, -1.5741)
H (1.8482, 0.6105, -1.1671)
H (1.0736, 0.8387, 1.2141)
H (-1.2386, 1.2582, -0.8456)
H (-1.1309, 2.0612, 0.7893)
H (-1.1402, -0.1851, 1.8949)
H (-1.3932, -1.1693, -0.7392)

## Properties
- calculated total energy (eV) = -8371.3275
- relative energy (zero: lowest compared OMol25 entry of this formula, charge and spin) (eV) = 1.954
- total charge = 0
- structure (SMILES) = OC[C@H]1C[C@H]1O

=====

11.
Here is an isolated molecule of C4H8O2 from the Open Molecules 2025 dataset. Energies are from ωB97M-V/def2-TZVPD.

Atoms and positions in Å:
C (-0.2523, 1.3842, -1.5905)
C (-0.9275, 0.4181, -0.6134)
O (-1.2770, -0.7757, -1.2817)
C (-0.0354, 0.3385, 0.5957)
O (0.2848, -0.9151, 0.7940)
C (1.1616, -1.1470, 1.9094)
H (0.0050, 2.3196, -1.0864)
H (-0.9190, 1.5933, -2.4306)
H (0.6645, 0.9314, -1.9827)
H (-1.8400, 0.9045, -0.2240)
H (-0.9196, -1.5098, -0.7644)
H (2.1089, -1.5287, 1.5231)
H (0.6942, -1.8888, 2.5595)
H (1.3053, -0.1971, 2.4268)

## Properties
- calculated total energy (eV) = -8369.7511
- relative energy (zero: lowest compared OMol25 entry of this formula, charge and spin) (eV) = 3.531
- total charge = 0

=====

12.
Here is an isolated molecule of C4H8O2 from the Open Molecules 2025 dataset. Energies are from ωB97M-V/def2-TZVPD.

Atoms and positions in Å:
O (0.0791, -2.0781, -0.3223)
C (-0.8421, -1.2035, -0.9304)
C (-0.6281, 0.2780, -0.5374)
C (0.7336, 0.5220, 0.0658)
C (0.8937, 1.4216, 1.2097)
O (0.9057, 0.0128, 1.3887)
H (0.1291, -1.8476, 0.6146)
H (-0.7117, -1.3368, -2.0074)
H (-1.8823, -1.4825, -0.7009)
H (-0.7659, 0.9295, -1.4091)
H (-1.3709, 0.5810, 0.2091)
H (1.5945, 0.3503, -0.5799)
H (0.0188, 1.9367, 1.6083)
H (1.8466, 1.9166, 1.3913)

## Properties
- calculated total energy (eV) = -8371.1049
- relative energy (zero: lowest compared OMol25 entry of this formula, charge and spin) (eV) = 2.177
- total charge = 0
- structure (SMILES) = OCC[C@H]1CO1

=====

13.
Here is a structure of composition C4H8O2 from the Open Molecules 2025 dataset. Energies are from ωB97M-V/def2-TZVPD.

Atoms and positions in Å:
O (2.0310, 0.4970, 0.0571)
C (0.7743, 0.3872, 0.5726)
C (-0.2862, 1.3004, 0.2565)
C (-0.9444, -0.8354, -0.1079)
O (-1.5921, -0.5734, -1.2415)
C (0.3120, -1.4328, -0.1402)
H (1.9840, 1.1820, -0.6260)
H (0.8068, 0.0239, 1.5980)
H (-0.2285, 1.7519, -0.7382)
H (-0.5701, 1.9715, 1.0638)
H (-1.5059, -0.8087, 0.8210)
H (-2.1887, 0.1716, -1.0555)
H (0.8148, -1.5020, -1.0985)
H (0.5930, -2.1332, 0.6387)

## Properties
- calculated total energy (eV) = -8368.0686
- relative energy (zero: lowest compared OMol25 entry of this formula, charge and spin) (eV) = 5.213
- total charge = 0

=====

14.
Here is an isolated molecule of C4H8O2 from the Open Molecules 2025 dataset. Energies are from ωB97M-V/def2-TZVPD.

Atoms and positions in Å:
C (-2.3005, 0.3449, -0.2026)
O (-0.9961, -0.0127, -0.5624)
C (-0.0736, 0.0654, 0.4925)
C (1.1187, -0.7470, 0.0298)
C (2.2769, -0.0076, -0.4388)
O (2.2867, -0.6600, 0.8257)
H (-2.6436, -0.2424, 0.6615)
H (-2.3858, 1.4131, 0.0461)
H (-2.9355, 0.1264, -1.0636)
H (-0.4686, -0.3600, 1.4274)
H (0.1745, 1.1233, 0.7137)
H (0.8699, -1.7285, -0.3688)
H (2.0878, 1.0565, -0.3823)
H (2.9893, -0.3715, -1.1780)

## Properties
- calculated total energy (eV) = -8370.6173
- relative energy (zero: lowest compared OMol25 entry of this formula, charge and spin) (eV) = 2.664
- total charge = 0
- structure (SMILES) = COC[C@H]1CO1

=====

15.
Here is a cluster of 2 separate species, C4H8O2 in total from the Open Molecules 2025 dataset. Energies are from ωB97M-V/def2-TZVPD.

Atoms and positions in Å:
C (-1.2712, -1.2790, -1.1416)
C (-0.5183, -0.5537, -0.0555)
O (0.8787, -0.8208, 0.0259)
C (0.4843, 0.4392, -0.4611)
C (0.8807, 1.7047, 0.2406)
O (1.8670, 1.8434, 0.9188)
H (-0.7007, -1.2234, -2.0741)
H (-2.2496, -0.8152, -1.3070)
H (-1.4228, -2.3344, -0.8981)
H (-1.0091, -0.4686, 0.9170)
H (0.5975, 0.5699, -1.5424)
H (0.2210, 2.5661, 0.0031)
H (0.8496, 0.0779, 2.9168)
H (1.3928, 0.2939, 2.4576)

## Properties
- calculated total energy (eV) = -8369.9880
- relative energy (zero: lowest compared OMol25 entry of this formula, charge and spin) (eV) = 3.294
- total charge = 0
- structure (SMILES) = C[C@H]1O[C@@H]1C=O.[H][H]

=====

16.
Here is an isolated molecule of C4H8O2 from the Open Molecules 2025 dataset. Energies are from ωB97M-V/def2-TZVPD.

Atoms and positions in Å:
C (1.7602, 0.8116, -0.0128)
C (0.8899, -0.3548, 0.3893)
O (-0.1066, -0.0772, 1.3654)
C (-0.5424, -0.5247, 0.0851)
C (-1.3959, 0.4728, -0.6667)
O (-2.4599, 0.9324, 0.1373)
H (1.2561, 1.5383, -0.6544)
H (2.6536, 0.4512, -0.5285)
H (2.0777, 1.3439, 0.8898)
H (1.4381, -1.2804, 0.5867)
H (-0.9383, -1.5418, 0.1073)
H (-1.8574, -0.0180, -1.5288)
H (-0.7888, 1.3102, -1.0399)
H (-2.0638, 1.2758, 0.9503)

## Properties
- calculated total energy (eV) = -8371.2721
- relative energy (zero: lowest compared OMol25 entry of this formula, charge and spin) (eV) = 2.010
- total charge = 0
- structure (SMILES) = C[C@H]1O[C@H]1CO

=====

17.
Here is a structure of composition C4H8O2 from the Open Molecules 2025 dataset. Energies are from ωB97M-V/def2-TZVPD.

Atoms and positions in Å:
O (-1.9524, 0.3493, -0.7748)
C (-1.4991, -0.6584, 0.0991)
C (-0.0291, -0.5163, 0.4307)
C (0.9644, -0.1844, -0.6899)
C (1.4384, 0.8986, 0.2829)
O (0.2478, 0.7449, 1.0783)
H (-1.7382, 1.1890, -0.3448)
H (-2.0712, -0.6580, 1.0408)
H (-1.6696, -1.6191, -0.3985)
H (0.2964, -1.3554, 1.0648)
H (1.6751, -0.9547, -0.9951)
H (0.4469, 0.2317, -1.5577)
H (1.5588, 1.9207, -0.0904)
H (2.3320, 0.6120, 0.8547)

## Properties
- calculated total energy (eV) = -8371.3970
- relative energy (zero: lowest compared OMol25 entry of this formula, charge and spin) (eV) = 1.885
- total charge = 0